Molecular formula: C4H11N2O
Method: DFT, wB97M-V/def2-TZVPD

```
18
C4H11N2O (wB97M-V/def2-TZVPD)
C -3.30 1.73 0.29
C -2.20 0.92 0.61
C 3.15 -0.78 1.17
C 2.04 -0.82 0.41
N 1.58 -1.33 -1.96
O 0.72 -0.78 0.89
N -1.59 0.09 -0.20
H -1.92 0.94 1.60
H -3.52 1.75 -0.74
H -4.08 1.90 1.05
H -1.65 2.96 0.24
H 4.16 -0.99 0.77
H 2.98 -0.67 2.24
H 1.66 -2.15 -2.40
H 2.04 -0.59 -2.45
H 0.10 -0.68 0.05
H -2.23 -0.24 -0.89
H 2.07 -1.26 -0.68
```

Properties
* total charge: +2
* LUMO level (alpha / beta): -0.42983 / -0.44631 hartree
* multiplicity: 2
* Kohn-Sham gap (alpha / beta): 5.9 / 5.5 eV
* energy above the lowest of the compared OMol25 structures with the same formula, charge and spin: 11.1791 eV
* <S²>: 0.861

Atomic partial charges in e from the natural (NBO) method, atoms 1 to 8: C -0.119; C -0.006; C -0.375; C 0.324; N -0.478; O -0.609; N -0.341; H 0.257

Molecular formula: C4H11N2O2
Method: DFT, wB97M-V/def2-TZVPD

```
19
C4H11N2O2 (wB97M-V/def2-TZVPD)
N 0.59 3.05 0.63
C -0.08 1.73 0.69
C 0.86 0.70 0.11
N 0.31 -0.50 -0.14
C -1.08 -0.86 0.05
C -1.24 -2.37 -0.01
O -0.82 -2.88 -1.28
O 2.04 0.95 -0.09
H 1.61 2.91 0.71
H 0.27 3.67 1.42
H 0.40 3.53 -0.29
H -0.30 1.49 1.73
H -1.00 1.80 0.10
H 0.95 -1.17 -0.55
H -1.41 -0.51 1.03
H -1.71 -0.45 -0.74
H -2.30 -2.63 0.18
H -0.66 -2.88 0.76
H -1.60 -2.95 -1.85
```

Properties
* total charge: 0
* LUMO level (alpha / beta): 0.01510 / 0.01513 hartree
* multiplicity: 2
* Kohn-Sham gap (alpha / beta): 4.0 / 10.7 eV
* energy above the lowest of the compared OMol25 structures with the same formula, charge and spin: 1.6817 eV
* <S²>: 0.751

Atomic partial charges in e from the natural (NBO) method, atoms 1 to 8: N -0.991; C -0.517; C 0.656; N -0.606; C -0.244; C -0.070; O -0.725; O -0.627

Molecular formula: C4H11N2O2
Method: DFT, wB97M-V/def2-TZVPD

```
19
C4H11N2O2 (wB97M-V/def2-TZVPD)
C 2.31 0.59 1.36
N 1.99 -0.10 0.11
C 0.84 -0.04 -0.56
O 0.79 -0.25 -1.77
C -0.45 0.27 0.13
N -1.33 0.86 -0.96
C -1.21 -0.98 0.63
O -2.55 -0.52 0.76
H 1.55 1.30 1.68
H 3.23 1.17 1.28
H 2.37 -0.18 2.14
H 2.78 -0.57 -0.30
H -0.30 0.95 0.96
H -0.76 1.49 -1.52
H -2.19 1.25 -0.55
H -1.64 0.10 -1.57
H -1.21 -1.69 -0.21
H -0.88 -1.24 1.64
H -3.15 -1.15 1.15
```

Properties
* total charge: +1
* LUMO level: -0.11694 hartree
* Kohn-Sham gap: 10.7 eV
* energy above the lowest of the compared OMol25 structures with the same formula, charge and spin: 1.1700 eV

Atomic partial charges in e from the natural (NBO) method, atoms 1 to 8: C -0.427; N -0.574; C 0.624; O -0.618; C -0.149; N -0.667; C -0.070; O -0.762

Molecular formula: C4H11N2O2
Method: DFT, wB97M-V/def2-TZVPD

```
19
C4H11N2O2 (wB97M-V/def2-TZVPD)
C 0.84 -1.16 2.25
N 1.18 -1.31 0.82
C 0.86 -0.45 -0.16
O 1.28 -0.71 -1.31
C -0.03 0.80 0.06
N 0.07 1.50 -1.22
C -1.43 0.18 0.19
O -2.29 0.97 -0.64
H 0.61 -2.15 2.65
H 0.10 -0.39 2.26
H 1.76 -0.78 2.79
H 1.41 -2.25 0.49
H 0.19 1.45 0.94
H 0.40 2.46 -1.12
H -0.91 1.63 -1.55
H 0.64 0.92 -1.94
H -1.57 -0.88 -0.17
H -1.83 0.10 1.17
H -3.11 0.60 -0.98
```

Properties
* total charge: +1
* LUMO level: -0.11661 hartree
* Kohn-Sham gap: 10.7 eV
* energy above the lowest of the compared OMol25 structures with the same formula, charge and spin: 1.4084 eV

Atomic partial charges in e from the natural (NBO) method, atoms 1 to 8: C -0.414; N -0.572; C 0.655; O -0.625; C -0.188; N -0.708; C -0.080; O -0.762

- The lowest total charge belongs to which entry?
  number 2

- The lowest energy above the lowest of the compared OMol25 structures with the same formula, charge and spin belongs to which entry?
  number 3